Entry 1:
Na8O12S3 | the ωB97M-V functional and the def2-TZVPD basis

Output
LUMO level, eV: -9.037
Charge: +2
Spin multiplicity: 1
Strongest force on any atom, eV Å⁻¹: 3.3

Last column: natural (NBO) charge in e.
Cartesian coordinates (Å):
Na (-3.194, -1.025, -1.815)  0.9865
Na (-2.071, -3.650, 0.950)  0.7741
Na (-4.416, -1.333, 2.373)  0.8303
Na (-1.184, 2.372, -2.425)  0.9715
Na (1.557, -2.701, 1.328)  0.9498
Na (1.566, 0.812, 0.210)  0.9220
Na (-2.152, 2.108, 3.183)  0.9731
Na (-1.041, -1.520, 4.079)  0.3747
S (1.438, 2.804, -1.558)  2.5053
O (1.789, 2.870, -0.065)  -1.0815
O (2.508, 3.063, -2.542)  -0.8958
O (0.882, 1.382, -1.836)  -1.0131
O (0.248, 3.626, -1.654)  -1.0908
S (2.948, -1.065, -0.835)  2.4689
O (3.440, -0.302, 0.361)  -0.9911
O (4.207, -1.717, -1.144)  -0.7995
O (1.792, -1.931, -0.444)  -1.1703
O (2.485, -0.299, -2.052)  -0.7351
S (-2.086, -0.702, 0.773)  2.5693
O (-2.037, 0.135, -0.414)  -1.0678
O (-0.922, -1.602, 0.982)  -1.0859
O (-2.403, 0.111, 2.014)  -1.1856
O (-3.352, -1.434, 0.530)  -1.2087

Entry 2:
O16S4Sr5 | the ωB97M-V functional and the def2-TZVPD basis

Output
LUMO level, eV: -10.189
Charge: +2
Spin multiplicity: 1
Strongest force on any atom, eV Å⁻¹: 7.1

Last column: Löwdin charge in e.
Cartesian coordinates (Å):
Sr (4.316, -2.000, -0.181)  1.8813
Sr (0.964, 3.150, 0.488)  1.7500
Sr (-2.308, -1.954, -0.997)  1.7433
Sr (0.694, 0.530, -2.536)  1.7192
Sr (0.792, -2.381, 3.109)  1.7483
S (2.703, 3.536, -2.169)  0.2454
O (1.517, 2.748, -1.716)  -0.7830
O (2.310, 4.005, -3.498)  -0.3154
O (3.160, 4.473, -1.125)  -0.3769
O (3.747, 2.448, -2.284)  -0.4395
S (0.925, -0.557, 0.469)  0.1879
O (0.132, -0.592, 1.713)  -0.4651
O (2.357, -0.991, 0.622)  -0.6186
O (0.199, -1.427, -0.430)  -0.4473
O (0.856, 0.773, -0.055)  -0.5754
S (-2.309, 1.114, -0.707)  0.1922
O (-1.573, 0.385, -1.761)  -0.6852
O (-2.488, 0.251, 0.432)  -0.3815
O (-1.531, 2.333, -0.232)  -0.4609
O (-3.527, 1.544, -1.340)  -0.2806
S (-2.206, -3.488, 2.447)  0.1594
O (-2.846, -2.822, 3.576)  -0.3286
O (-3.044, -4.495, 1.878)  -0.3231
O (-1.893, -2.495, 1.374)  -0.5892
O (-0.950, -4.091, 2.925)  -0.5566

Entry 3:
O2 | the ωB97M-V functional and the def2-TZVPD basis

Output
LUMO level (spin up / spin down), eV: -16.644 / -16.095
ΔE to the lowest compared entry with this formula, charge and spin, kJ/mol: 829.5
Charge: +1
Spin multiplicity: 2
Strongest force on any atom, eV Å⁻¹: 10.8

Last column: Löwdin spin population.
Cartesian coordinates (Å):
O (0.000, 0.000, 0.920)  0.5000
O (0.000, 0.000, -0.920)  0.5000

Entry 4:
O2S2 | the ωB97M-V functional and the def2-TZVPD basis

Output
LUMO level (spin up / spin down), eV: -0.956 / -1.927
ΔE to the lowest compared entry with this formula, charge and spin, kJ/mol: 317.3
Spin multiplicity: 1
Strongest force on any atom, eV Å⁻¹: 1.5

Last column: natural (NBO) charge in e.
Cartesian coordinates (Å):
O (-0.039, -1.118, -0.367)  -0.2292
O (1.136, -0.715, -0.092)  -0.1584
S (-1.157, 0.244, 0.098)  0.4370
S (0.060, 1.589, 0.362)  -0.0493

Entry 5:
O2S2 | the ωB97M-V functional and the def2-TZVPD basis

Output
LUMO level (spin up / spin down), eV: -1.675 / -1.708
ΔE to the lowest compared entry with this formula, charge and spin, kJ/mol: 64.2
Spin multiplicity: 1
Strongest force on any atom, eV Å⁻¹: 2.1

Last column: natural (NBO) charge in e.
Cartesian coordinates (Å):
O (-1.315, -0.695, 0.000)  -0.8075
O (1.383, -0.735, 0.000)  -0.7782
S (-1.053, 0.724, -0.001)  0.8283
S (0.985, 0.706, 0.002)  0.7575

Entry 6:
O2S4 | the ωB97M-V functional and the def2-TZVPD basis

Output
LUMO level, eV: -3.302
ΔE to the lowest compared entry with this formula, charge and spin, kJ/mol: 27.2
Spin multiplicity: 1
Strongest force on any atom, eV Å⁻¹: 3.6

Last column: natural (NBO) charge in e.
Cartesian coordinates (Å):
O (-1.892, 0.458, -0.648)  -0.8416
O (-0.815, -1.352, 0.543)  -0.8415
S (3.902, -0.989, 0.201)  -0.1300
S (2.801, 0.627, -0.436)  0.3358
S (1.218, 1.653, 0.164)  -0.1803
S (-1.229, -0.003, 0.562)  1.6576

Entry 7:
O3 | the ωB97M-V functional and the def2-TZVPD basis

Output
LUMO level, eV: -2.380
ΔE to the lowest compared entry with this formula, charge and spin, kJ/mol: 15.3
Spin multiplicity: 1
Strongest force on any atom, eV Å⁻¹: 2.5

Last column: natural (NBO) charge in e.
Cartesian coordinates (Å):
O (1.007, -0.232, 0.000)  -0.1639
O (0.000, 0.467, 0.000)  0.3291
O (-1.007, -0.234, 0.000)  -0.1652

Entry 8:
O5S2 | the ωB97M-V functional and the def2-TZVPD basis

Output
Structure (SMILES): O=S(=O)=S(=O)([O-])[O-]
LUMO level, eV: 6.563
ΔE to the lowest compared entry with this formula, charge and spin, kJ/mol: 38.1
Charge: -2
Spin multiplicity: 1
Strongest force on any atom, eV Å⁻¹: 4.7

Last column: natural (NBO) charge in e.
Cartesian coordinates (Å):
O (1.834, -1.272, 0.375)  -1.0297
O (-1.243, -0.477, -1.403)  -1.0799
O (2.036, 1.302, 0.226)  -1.0649
O (-1.245, 1.431, 0.137)  -1.0434
O (-1.229, -0.851, 1.029)  -1.0433
S (1.418, -0.083, -0.425)  1.2104
S (-0.786, 0.039, -0.075)  2.0507

Entry 9:
O5S2 | the ωB97M-V functional and the def2-TZVPD basis

Output
LUMO level, eV: -2.151
ΔE to the lowest compared entry with this formula, charge and spin, kJ/mol: 21.1
Spin multiplicity: 1
Strongest force on any atom, eV Å⁻¹: 4.9

Last column: natural (NBO) charge in e.
Cartesian coordinates (Å):
O (1.025, -0.342, -0.109)  -0.8555
O (3.281, 0.621, -0.493)  -0.7794
O (-1.794, -1.045, -0.944)  -0.8151
O (-1.451, 1.324, -0.323)  -0.8162
O (-1.854, -0.390, 1.441)  -0.8221
S (2.451, -0.144, 0.388)  1.6407
S (-1.658, -0.024, 0.040)  2.4476

Entry 10:
S2 | the ωB97M-V functional and the def2-TZVPD basis

Output
LUMO level, eV: -4.906
ΔE to the lowest compared entry with this formula, charge and spin, kJ/mol: 558.8
Spin multiplicity: 1
Strongest force on any atom, eV Å⁻¹: 4.1

Last column: natural (NBO) charge in e.
Cartesian coordinates (Å):
S (0.000, 0.000, 1.542)  0.0000
S (0.000, 0.000, -1.542)  0.0000